{
  "formula": "C72H180N12O24",
  "method": "ωB97M-V/def2-TZVPD",
  "elements": ["C", "O", "C", "C", "N", "C", "C", "O", "C", "H", "H", "H", "H", "H", "H", "H", "H", "H", "H", "H", "H", "H", "H", "H", "C", "O", "C", "C", "N", "C", "C", "O", "C", "H", "H", "H", "H", "H", "H", "H", "H", "H", "H", "H", "H", "H", "H", "H", "C", "O", "C", "C", "N", "C", "C", "O", "C", "H", "H", "H", "H", "H", "H", "H", "H", "H", "H", "H", "H", "H", "H", "H", "C", "O", "C", "C", "N", "C", "C", "O", "C", "H", "H", "H", "H", "H", "H", "H", "H", "H", "H", "H", "H", "H", "H", "H", "C", "O", "C", "C", "N", "C", "C", "O", "C", "H", "H", "H", "H", "H", "H", "H", "H", "H", "H", "H", "H", "H", "H", "H", "C", "O", "C", "C", "N", "C", "C", "O", "C", "H", "H", "H", "H", "H", "H", "H", "H", "H", "H", "H", "H", "H", "H", "H", "C", "O", "C", "C", "N", "C", "C", "O", "C", "H", "H", "H", "H", "H", "H", "H", "H", "H", "H", "H", "H", "H", "H", "H", "C", "O", "C", "C", "N", "C", "C", "O", "C", "H", "H", "H", "H", "H", "H", "H", "H", "H", "H", "H", "H", "H", "H", "H", "C", "O", "C", "C", "N", "C", "C", "O", "C", "H", "H", "H", "H", "H", "H", "H", "H", "H", "H", "H", "H", "H", "H", "H", "C", "O", "C", "C", "N", "C", "C", "O", "C", "H", "H", "H", "H", "H", "H", "H", "H", "H", "H", "H", "H", "H", "H", "H", "C", "O", "C", "C", "N", "C", "C", "O", "C", "H", "H", "H", "H", "H", "H", "H", "H", "H", "H", "H", "H", "H", "H", "H", "C", "O", "C", "C", "N", "C", "C", "O", "C", "H", "H", "H", "H", "H", "H", "H", "H", "H", "H", "H", "H", "H", "H", "H"],
  "positions_angstrom": [[-6.24272, -3.19751, -8.41041], [-5.40307, -2.55589, -7.41287], [-4.28658, -3.32331, -7.03550], [-3.55636, -2.60901, -5.85427], [-3.08100, -1.29243, -6.32319], [-3.02112, -0.32394, -5.23249], [-2.28717, 0.90212, -5.72293], [-3.17197, 1.86597, -6.34174], [-2.53678, 3.04333, -6.86624], [-6.21841, -4.24322, -8.10383], [-5.70241, -3.21564, -9.35691], [-7.25407, -2.79260, -8.44657], [-3.61545, -3.53932, -7.86680], [-4.47668, -4.34467, -6.70568], [-2.74439, -3.24262, -5.49741], [-4.31467, -2.44728, -5.08817], [-3.71271, -1.05334, -7.07413], [-2.34791, -0.66205, -4.44473], [-3.96572, -0.19692, -4.70361], [-1.35009, 0.69084, -6.23803], [-1.91727, 1.42299, -4.83978], [-1.55578, 2.93986, -7.32994], [-2.45783, 3.72342, -6.01809], [-3.13951, 3.43503, -7.68562], [9.64501, 10.41375, 2.24487], [8.72303, 10.97242, 1.33627], [7.55512, 10.21929, 1.02373], [6.56486, 11.01555, 0.21324], [6.77875, 10.96154, -1.22150], [7.77463, 11.89663, -1.67428], [8.17740, 11.68175, -3.15541], [9.01104, 12.71643, -3.61642], [9.56537, 12.33490, -4.98937], [10.30055, 11.24412, 2.50732], [10.22393, 9.61429, 1.78247], [9.32997, 10.11773, 3.24548], [7.27340, 10.14079, 2.07376], [7.75212, 9.21077, 0.66018], [6.70959, 12.02331, 0.60256], [5.53192, 10.70628, 0.37291], [5.95779, 11.28346, -1.71394], [8.59688, 12.05399, -0.97625], [7.42060, 12.92567, -1.61222], [7.30595, 11.58545, -3.80302], [8.62952, 10.69891, -3.28846], [10.02793, 11.35151, -4.90538], [10.42221, 12.94894, -5.26663], [8.78878, 12.55192, -5.72281], [-15.67855, -6.96875, -4.16592], [-14.26439, -6.76630, -4.34958], [-13.44233, -7.92062, -4.53161], [-12.00883, -7.49981, -4.14159], [-11.63401, -6.13591, -4.47280], [-10.44433, -5.61090, -3.75775], [-10.57101, -5.53958, -2.19227], [-9.68913, -4.64793, -1.54119], [-8.31739, -4.79588, -2.00587], [-15.93313, -7.33690, -3.17206], [-16.09241, -7.75940, -4.79177], [-16.16712, -5.99731, -4.24148], [-13.57176, -8.14194, -5.59102], [-13.73145, -8.83466, -4.01291], [-11.28094, -7.98417, -4.79247], [-11.79700, -7.69385, -3.09013], [-12.29873, -5.37719, -4.42174], [-10.35412, -4.59370, -4.13890], [-9.61495, -6.27201, -4.00905], [-10.45447, -6.47861, -1.65121], [-11.51547, -5.12225, -1.84307], [-8.13387, -4.29451, -2.95616], [-8.01295, -5.84133, -2.05551], [-7.57736, -4.40931, -1.30514], [-7.32288, -0.53841, 4.89603], [-7.88992, -1.78387, 5.31316], [-8.20579, -2.51015, 4.14692], [-8.88031, -3.72545, 4.80576], [-10.30066, -3.38983, 5.11014], [-10.70221, -4.19752, 6.24467], [-12.16288, -3.87495, 6.55007], [-12.22332, -2.58966, 7.07721], [-13.46736, -1.97146, 6.99531], [-6.44306, -0.72916, 4.28151], [-7.10508, 0.12311, 5.73452], [-8.07153, -0.06852, 4.25820], [-7.28816, -2.84389, 3.66247], [-8.79783, -2.03926, 3.36217], [-8.27744, -4.02343, 5.66358], [-8.88953, -4.51020, 4.04934], [-10.34818, -2.41342, 5.36403], [-10.22857, -3.95310, 7.19549], [-10.84492, -5.25103, 6.00416], [-12.45972, -4.64186, 7.26550], [-12.73943, -4.05082, 5.64191], [-14.04491, -2.32324, 7.85017], [-14.07794, -2.42332, 6.21357], [-13.53864, -0.88434, 6.96108], [5.13980, 2.87027, 0.98334], [4.06284, 2.09794, 0.62079], [3.96701, 1.61983, -0.70309], [2.47294, 1.15079, -0.78816], [2.09264, -0.10865, -0.11470], [0.67608, -0.12512, 0.36173], [0.26985, -1.34377, 1.13944], [-0.15799, -2.40357, 0.31599], [-0.94538, -3.46096, 0.84987], [5.11620, 3.88823, 0.59440], [6.06194, 2.39251, 0.65241], [5.30361, 2.88520, 2.06086], [4.58844, 0.72551, -0.65709], [4.33128, 2.33723, -1.43844], [2.32266, 1.05180, -1.86320], [1.86617, 2.03171, -0.57859], [2.46595, -0.94000, -0.55011], [-0.09841, 0.02853, -0.38972], [0.53223, 0.70153, 1.05747], [-0.59807, -1.03823, 1.72378], [1.14821, -1.70523, 1.67416], [-1.90605, -3.08184, 1.19842], [-0.32642, -3.95485, 1.59891], [-1.07449, -4.16302, 0.02614], [6.76213, 0.70852, -6.54871], [5.52907, 0.01755, -6.71394], [5.45413, -1.34343, -6.17466], [4.74627, -2.44245, -7.14206], [5.43258, -2.45616, -8.42265], [4.85413, -3.34361, -9.47917], [5.69490, -3.30312, -10.78183], [5.21342, -4.36312, -11.58091], [5.77975, -4.57106, -12.81194], [7.54211, 0.23598, -7.14573], [7.02842, 0.78486, -5.49450], [6.72284, 1.71462, -6.96621], [5.08647, -1.35570, -5.14861], [6.43607, -1.81463, -6.13138], [3.66890, -2.28638, -7.19702], [4.81364, -3.42929, -6.68412], [5.68638, -1.51546, -8.68864], [3.81961, -3.05770, -9.66923], [4.99386, -4.32821, -9.03290], [6.76634, -3.28846, -10.58215], [5.55013, -2.29491, -11.16997], [5.22842, -3.95558, -13.52281], [5.46209, -5.60834, -12.91789], [6.86036, -4.47020, -12.71088], [-6.17839, 4.60402, 6.03748], [-5.40096, 4.86052, 4.85178], [-4.38360, 5.84746, 4.98742], [-3.93761, 5.99012, 3.53138], [-3.16006, 4.73671, 3.21667], [-2.82526, 4.71492, 1.74617], [-3.91373, 4.26128, 0.82415], [-4.25699, 2.98838, 1.34339], [-5.21352, 2.37507, 0.39870], [-6.89089, 3.82473, 5.76703], [-6.86039, 5.38445, 6.37496], [-5.64182, 4.29040, 6.93293], [-3.57172, 5.67285, 5.69344], [-4.86959, 6.74832, 5.36208], [-3.29038, 6.86097, 3.42741], [-4.74495, 6.24649, 2.84540], [-3.82212, 4.00518, 3.43268], [-1.92687, 4.11118, 1.61789], [-2.34337, 5.66693, 1.52356], [-3.48614, 4.26273, -0.17847], [-4.65222, 5.05980, 0.89554], [-4.81344, 2.31885, -0.61367], [-6.11680, 2.98122, 0.46777], [-5.53746, 1.39449, 0.74744], [-5.70504, -4.08590, 9.44034], [-4.55987, -4.00363, 10.20764], [-3.44447, -3.54126, 9.50654], [-2.27732, -3.25096, 10.47187], [-0.85442, -3.54950, 10.08270], [-0.45797, -3.01000, 8.80931], [1.10029, -3.37830, 8.47978], [1.24959, -4.57408, 7.66830], [0.66359, -4.62118, 6.46107], [-5.65926, -4.94425, 8.77009], [-5.83348, -3.12736, 8.93754], [-6.61306, -4.27412, 10.01321], [-3.49147, -2.74197, 8.76693], [-3.14927, -4.45876, 8.99748], [-2.39949, -3.92702, 11.31810], [-2.32342, -2.24166, 10.88089], [-0.54850, -4.49346, 10.27100], [-0.48914, -1.95055, 9.06361], [-1.13747, -3.29733, 8.00692], [1.81477, -3.41524, 9.30213], [1.44606, -2.60148, 7.79781], [-0.36052, -4.97613, 6.57640], [1.20367, -5.48434, 6.07203], [0.79259, -3.79624, 5.76041], [2.67649, -9.17892, -1.80425], [3.05187, -7.85643, -2.39300], [3.46515, -6.67737, -1.62789], [4.82717, -6.77741, -0.82984], [5.94548, -7.23034, -1.64504], [7.26578, -7.27655, -0.97014], [7.75463, -5.84809, -0.73585], [8.15906, -5.19127, -1.89239], [8.82479, -3.94174, -1.59239], [3.52639, -9.82610, -1.58766], [1.99768, -9.61569, -2.53675], [2.10449, -9.00692, -0.89248], [2.55794, -6.40587, -1.08809], [3.64744, -5.97303, -2.43953], [4.83215, -7.60311, -0.11830], [5.08178, -5.84441, -0.32703], [5.87097, -7.94910, -2.35068], [7.86882, -7.88369, -1.64527], [7.08442, -7.81987, -0.04277], [8.48299, -5.79941, 0.07361], [6.96663, -5.22949, -0.30631], [9.90839, -3.98564, -1.70186], [8.76395, -3.62992, -0.54972], [8.38469, -3.10028, -2.12751], [-8.35985, -10.17416, 11.35968], [-8.11765, -10.96698, 10.21556], [-6.90812, -10.63812, 9.43981], [-7.38337, -9.56660, 8.45463], [-6.55494, -9.40022, 7.26657], [-6.62384, -10.61035, 6.43481], [-6.39330, -10.32076, 4.98800], [-4.98783, -10.29537, 4.56186], [-4.41847, -9.14886, 5.04397], [-8.54340, -9.15285, 11.02599], [-7.52673, -10.14400, 12.06189], [-9.26687, -10.52578, 11.85137], [-6.64230, -11.50785, 8.83898], [-5.99971, -10.45228, 10.01283], [-7.38526, -8.61526, 8.98666], [-8.41840, -9.81107, 8.21583], [-5.61993, -9.34199, 7.64400], [-7.66303, -10.93633, 6.47866], [-6.02326, -11.43721, 6.81390], [-7.10004, -9.50308, 4.84651], [-6.87041, -11.09875, 4.39201], [-4.07609, -9.26666, 6.07208], [-5.02856, -8.25189, 4.93750], [-3.47742, -8.94230, 4.53422], [2.60062, 9.54601, -5.66293], [2.09286, 8.30738, -6.10788], [3.01968, 7.16691, -6.12197], [3.58918, 6.96031, -4.67242], [2.55685, 7.06572, -3.66979], [3.10910, 7.36570, -2.35587], [1.96786, 7.75784, -1.38288], [1.59577, 9.08939, -1.65090], [0.18875, 9.31310, -1.34085], [1.72396, 10.19125, -5.71973], [3.29074, 10.00842, -6.36863], [3.11618, 9.59545, -4.70384], [3.91708, 7.32269, -6.72071], [2.46824, 6.27703, -6.42549], [4.16086, 7.86208, -4.45315], [4.09472, 5.99839, -4.58721], [2.00019, 7.88302, -3.87532], [3.76316, 8.23390, -2.27499], [3.65411, 6.48372, -2.01949], [2.26653, 7.54191, -0.35708], [1.06281, 7.22030, -1.66578], [0.00615, 9.53972, -0.29042], [-0.60049, 8.61778, -1.62672], [-0.09163, 10.15798, -1.96987], [17.23246, 7.46931, -0.09259], [16.95922, 8.65730, 0.53487], [16.79214, 9.87653, -0.23438], [15.48642, 9.95875, -0.96800], [14.38921, 10.08845, -0.03343], [12.97786, 9.96892, -0.60770], [12.50802, 8.57750, -1.14086], [12.58787, 7.68261, -0.04755], [12.11159, 6.34591, -0.28563], [17.37868, 6.67647, 0.64098], [18.07530, 7.39803, -0.78007], [16.34479, 7.15839, -0.64348], [17.65116, 10.07596, -0.87501], [16.84571, 10.69330, 0.48543], [15.28992, 9.08711, -1.59231], [15.46023, 10.75374, -1.71325], [14.58927, 9.54979, 0.79719], [12.85373, 10.74191, -1.36609], [12.23219, 10.28464, 0.12194], [13.26120, 8.37219, -1.90156], [11.55733, 8.66027, -1.66757], [12.04676, 5.98140, 0.73957], [12.65238, 5.58489, -0.84822], [11.12105, 6.44152, -0.73036]],
  "atomic_forces_ev_per_a": [[1.87, -0.80, 1.04], [-0.82, 0.05, -0.31], [1.03, -0.08, 0.91], [-0.75, 0.45, -1.82], [0.10, -1.38, 0.70], [1.04, -0.21, -1.16], [-0.77, 2.24, 1.41], [0.83, -0.85, -1.30], [-0.41, -0.44, 0.54], [-0.83, -0.29, -0.10], [-0.33, 0.50, -0.37], [0.39, 0.19, 0.08], [0.32, 0.67, -0.42], [-0.99, -0.17, 0.32], [0.02, 0.07, 0.12], [-0.07, -0.33, 0.41], [-0.09, 0.75, 0.18], [0.14, -0.72, -0.09], [-0.34, 0.67, -0.26], [-0.44, -0.38, -0.83], [0.11, 0.14, 0.55], [0.29, -0.69, 0.30], [0.10, 0.52, -0.27], [-0.41, 0.11, 0.40], [0.67, 0.73, -0.26], [0.81, 0.66, -1.09], [0.31, -0.40, 2.24], [0.25, 0.23, -0.12], [0.27, -0.12, -0.51], [0.88, 1.61, -0.80], [-0.02, -0.60, 0.63], [1.37, -0.51, -2.12], [-0.24, 1.13, 2.26], [0.36, -0.03, -0.41], [0.04, -0.17, 0.06], [-1.10, -0.43, -0.12], [-1.73, -0.81, -0.08], [0.25, 0.02, -0.44], [-0.41, 0.48, 0.04], [0.16, -0.18, 0.42], [-0.53, -0.47, 0.26], [0.55, -1.18, -0.22], [-0.70, 0.46, -0.28], [-0.65, 0.34, 0.07], [0.54, -0.20, 0.29], [-0.81, -0.39, -0.33], [-0.20, 0.61, 0.57], [-0.04, -0.80, -0.06], [0.81, -0.38, 0.55], [-1.12, -0.21, 0.95], [0.12, 1.17, -0.72], [0.18, 0.41, -0.69], [0.54, 1.75, 0.29], [-1.23, -0.84, 0.61], [-0.31, 0.37, 0.27], [2.43, 0.57, -0.74], [-0.33, -0.14, 0.60], [0.42, 0.04, 0.49], [0.01, 0.36, -0.75], [0.06, -0.19, -0.51], [0.61, -0.27, -0.27], [-0.25, 0.22, 0.55], [-0.13, -1.23, 0.45], [-0.24, -0.38, 0.12], [-0.84, -0.76, 0.14], [0.61, -0.06, 0.07], [0.36, 0.39, -0.13], [-0.02, -0.62, -0.53], [-0.51, -0.27, -0.63], [-0.22, -0.12, -0.13], [-0.36, -0.34, -0.38], [-0.58, 0.54, 0.39], [-0.62, -0.23, -0.06], [0.50, 2.03, -0.64], [0.29, -2.30, 1.61], [-1.00, 0.74, -2.24], [1.73, -1.13, 0.27], [-2.75, 0.99, -0.05], [0.75, -0.90, 0.07], [0.64, 1.20, -0.51], [-1.86, -1.38, 0.65], [0.30, 0.13, 0.10], [0.05, -0.33, 0.07], [0.07, 0.46, -0.10], [0.34, 0.01, -0.13], [-0.43, 0.49, 0.40], [-0.09, 0.01, 0.10], [-0.01, -0.45, 0.23], [-0.01, 0.12, 0.29], [0.87, -0.53, -0.05], [1.23, -0.21, -0.08], [-0.52, 0.06, 0.48], [-0.29, 0.52, -0.15], [-0.21, 0.42, 0.64], [0.21, 0.38, -0.77], [0.84, -0.11, -0.11], [1.52, -0.26, -0.11], [-1.14, 0.66, 0.98], [-0.92, -1.50, 2.23], [0.98, -0.11, -2.06], [-0.62, 1.66, 1.00], [0.90, 0.00, -0.41], [-0.19, -0.77, -0.09], [-0.11, -0.12, -1.70], [1.28, 0.75, -0.33], [-0.12, 0.20, -0.08], [0.43, 0.05, -0.47], [-0.73, 0.13, 0.14], [0.34, -0.24, -0.92], [-0.43, 0.05, -0.23], [-0.24, -0.22, -0.50], [-0.23, -0.39, 0.83], [-0.51, 0.11, -0.22], [0.10, 0.00, -0.63], [0.43, 0.21, 0.01], [0.21, -0.04, 0.75], [-0.16, 0.20, 0.86], [-0.05, -0.20, 0.32], [-0.50, -0.22, 0.54], [-0.22, 0.08, 0.06], [-0.06, -0.56, -0.17], [-0.61, -1.08, 0.01], [0.52, -1.03, -1.47], [0.22, 1.64, 0.57], [0.25, -0.29, -0.19], [1.79, 0.90, 1.07], [-1.08, 0.62, 0.99], [-0.50, 1.20, 2.70], [-0.62, -0.84, 0.17], [0.30, -0.39, 0.31], [0.23, -0.09, 0.05], [-0.71, 0.02, 0.11], [-0.50, 0.19, -0.15], [0.55, 0.55, 0.10], [-0.33, 0.46, -0.29], [0.44, 0.00, 0.35], [-0.39, 0.03, -0.37], [-0.18, -0.46, -0.21], [-0.69, -0.27, -0.31], [0.25, -0.86, 0.17], [-0.42, 0.13, -0.88], [0.77, 0.20, -0.62], [0.65, -0.19, -1.11], [0.13, 0.11, -0.82], [-0.52, -0.46, -0.62], [-0.43, -0.56, 2.10], [-1.41, 0.82, -1.25], [1.81, -0.22, 0.78], [-0.76, 1.74, -1.40], [1.78, 0.02, 1.82], [1.28, 0.71, 1.25], [-1.45, -0.63, -2.28], [0.08, 0.58, 1.59], [0.32, -0.34, -0.07], [0.36, 0.90, -0.37], [0.59, -0.11, -0.25], [0.13, -0.82, -0.18], [-0.05, 0.45, -0.15], [0.51, -0.06, 0.17], [-0.57, -0.53, 0.17], [0.10, -0.51, -0.23], [-0.22, -0.82, 0.12], [-0.78, 0.57, -0.27], [-0.30, -0.42, -0.33], [-1.00, -0.52, -0.25], [0.03, 0.08, 0.06], [-0.08, 0.18, -0.54], [0.58, -0.08, 0.13], [-0.76, 0.07, -0.59], [-0.20, 1.17, 1.71], [2.27, -1.78, -0.16], [1.07, -1.04, 0.94], [-1.45, 0.00, 0.35], [2.55, -0.37, 1.29], [-2.10, 0.26, -2.22], [1.43, 1.19, 4.05], [-0.44, -1.98, -1.40], [0.18, 0.11, -0.65], [-0.31, -0.17, -0.55], [0.31, 0.18, 0.62], [-1.10, 0.23, 0.09], [0.61, 0.07, -0.94], [-0.43, 0.15, 0.18], [0.00, 0.19, -0.19], [-0.45, -0.12, -0.25], [0.00, 0.44, -1.08], [0.27, 0.20, -0.43], [-0.60, -0.31, 0.25], [0.05, 0.56, 0.17], [-0.54, 0.51, -0.49], [-0.26, -0.05, -0.99], [-0.10, 0.48, 0.27], [0.06, 2.47, -0.09], [0.58, -1.27, 0.27], [0.65, -1.51, -0.48], [-0.61, -2.22, -0.84], [1.31, 1.33, -1.24], [-2.11, 0.53, -1.07], [-0.31, -0.16, 1.13], [1.31, 1.11, -0.40], [-0.21, -0.23, 0.48], [0.13, 0.16, -0.16], [0.30, -0.05, -0.02], [0.02, -0.07, 0.20], [0.48, 0.43, 0.71], [-0.15, 0.18, 0.12], [-1.15, 0.31, 1.16], [-0.27, 0.02, -0.16], [-0.84, 0.19, 0.39], [0.54, 0.30, 0.31], [0.67, 0.07, 0.59], [0.76, -0.35, -0.16], [-0.63, -0.24, 0.17], [0.02, -0.28, -0.76], [-0.61, -0.39, 0.38], [0.08, -0.32, -0.50], [0.08, 0.60, -0.64], [1.56, -0.78, 0.00], [-1.97, -0.55, -0.37], [0.63, 0.73, 0.85], [-0.11, -0.64, 0.40], [-0.14, -0.07, 0.40], [0.22, -1.67, -0.61], [-3.01, -0.04, -0.11], [1.94, 1.32, 0.42], [-0.09, 0.34, 0.22], [0.12, -0.25, 0.10], [0.16, -0.20, -0.07], [-0.40, -0.41, 0.29], [-0.27, 0.59, 0.48], [-0.20, 0.22, -0.07], [0.11, 0.00, -0.27], [0.40, 0.38, -0.30], [-0.14, -0.17, 0.06], [0.22, -0.10, -0.12], [1.06, 1.19, -0.79], [0.41, -0.40, -0.01], [-0.34, 0.13, 0.48], [-0.24, -0.05, 0.13], [0.00, -0.16, -0.48], [-0.22, 0.61, -1.05], [1.09, -1.55, -0.16], [-0.07, 0.73, 2.19], [-1.13, 1.13, -0.73], [-0.67, -0.03, 0.77], [-1.08, -0.33, 0.93], [0.05, -1.14, -1.30], [-1.59, 0.23, 0.51], [0.50, 1.44, -0.60], [0.06, 0.13, 0.61], [0.36, -0.26, -0.38], [-0.42, -0.34, 0.34], [-0.27, 0.22, -0.58], [-0.17, 0.36, -0.21], [1.49, -0.43, -0.47], [0.40, 0.28, -0.02], [-0.39, -0.06, -0.48], [0.61, 0.20, -0.57], [0.02, 0.04, 0.32], [-0.12, 0.33, 0.26], [0.27, -0.96, 0.38], [0.35, 0.10, 0.11], [0.80, -1.17, -0.23], [0.18, 0.46, 0.39], [-0.90, -1.38, -0.91], [0.28, 2.09, 0.75], [0.61, -0.48, 0.33], [-1.13, -0.66, -0.53], [-1.81, 0.59, -0.45], [0.57, -0.26, 0.90], [2.10, 1.33, 0.28], [0.08, -0.59, -1.07], [-0.84, 0.91, 1.16], [0.09, 0.30, 0.35], [0.33, 0.66, -0.06], [-0.12, -0.25, -0.43], [0.08, -0.48, -0.40], [-0.24, -0.17, 0.30], [0.59, -0.60, -0.19], [0.25, 0.55, 0.27], [-0.54, -0.30, -0.09], [0.35, -0.19, -0.42], [0.35, -0.06, 0.57], [0.03, -0.80, -0.30], [-0.45, -0.19, 0.43], [-0.35, -0.37, -0.15], [0.84, 0.68, -0.40], [-0.23, -0.29, 0.05]],
  "lowdin_charge": [-0.064, -0.203, -0.252, -0.188, -0.061, -0.214, -0.222, -0.198, -0.107, 0.075, 0.084, 0.090, 0.119, 0.110, 0.114, 0.107, 0.100, 0.116, 0.121, 0.123, 0.107, 0.079, 0.083, 0.081, -0.117, -0.218, -0.211, -0.204, -0.065, -0.218, -0.258, -0.194, -0.037, 0.089, 0.080, 0.083, 0.115, 0.124, 0.119, 0.123, 0.106, 0.116, 0.114, 0.112, 0.106, 0.077, 0.073, 0.083, -0.092, -0.212, -0.192, -0.196, -0.094, -0.184, -0.228, -0.199, -0.102, 0.076, 0.081, 0.087, 0.117, 0.117, 0.117, 0.103, 0.098, 0.121, 0.108, 0.109, 0.123, 0.080, 0.083, 0.078, -0.096, -0.200, -0.244, -0.195, -0.039, -0.228, -0.270, -0.170, -0.119, 0.084, 0.087, 0.082, 0.116, 0.126, 0.114, 0.111, 0.101, 0.125, 0.125, 0.118, 0.122, 0.082, 0.080, 0.090, -0.146, -0.211, -0.193, -0.197, -0.039, -0.202, -0.240, -0.221, -0.094, 0.083, 0.081, 0.087, 0.115, 0.120, 0.099, 0.116, 0.111, 0.116, 0.117, 0.121, 0.126, 0.085, 0.082, 0.085, -0.118, -0.213, -0.156, -0.202, -0.095, -0.167, -0.225, -0.206, -0.123, 0.082, 0.083, 0.081, 0.107, 0.102, 0.100, 0.108, 0.099, 0.116, 0.118, 0.118, 0.114, 0.091, 0.094, 0.092, -0.098, -0.201, -0.219, -0.204, -0.026, -0.217, -0.261, -0.181, -0.063, 0.079, 0.078, 0.084, 0.123, 0.113, 0.108, 0.108, 0.078, 0.106, 0.112, 0.123, 0.115, 0.083, 0.083, 0.079, -0.128, -0.182, -0.246, -0.173, -0.098, -0.191, -0.119, -0.213, -0.184, 0.086, 0.090, 0.088, 0.122, 0.120, 0.114, 0.110, 0.106, 0.114, 0.095, 0.119, 0.100, 0.083, 0.093, 0.095, -0.062, -0.243, -0.156, -0.188, -0.102, -0.168, -0.270, -0.162, -0.092, 0.072, 0.078, 0.074, 0.109, 0.114, 0.101, 0.102, 0.108, 0.121, 0.105, 0.115, 0.103, 0.083, 0.074, 0.083, -0.120, -0.210, -0.172, -0.228, -0.052, -0.235, -0.202, -0.146, -0.174, 0.076, 0.084, 0.088, 0.102, 0.123, 0.110, 0.125, 0.091, 0.125, 0.119, 0.124, 0.118, 0.076, 0.094, 0.086, -0.126, -0.200, -0.142, -0.220, -0.073, -0.208, -0.231, -0.189, -0.093, 0.095, 0.084, 0.076, 0.111, 0.117, 0.091, 0.122, 0.084, 0.111, 0.115, 0.119, 0.108, 0.083, 0.082, 0.082, -0.151, -0.183, -0.182, -0.245, -0.047, -0.151, -0.229, -0.192, -0.092, 0.088, 0.086, 0.077, 0.118, 0.123, 0.096, 0.120, 0.102, 0.108, 0.094, 0.100, 0.116, 0.086, 0.080, 0.080],
  "gap_ev": 8.272,
  "relative_energy_ev": 12.239,
  "charge": 0,
  "smiles": "COCCNCCOC.COCCNCCOC.COCCNCCOC.COCCNCCOC.COCCNCCOC.COCCNCCOC.COCCNCCOC.COCCNCCOC.COCCNCCOC.COCCNCCOC.COCCNCCOC.COCCNCCOC"
}